A molecular structure, C24H27As2BF4N9PS2Sr, computed with ωB97M-V/def2-TZVPD.

As for the HOMO-LUMO gap: 7.31 eV. The calculation puts the LUMO energy at 4.009 eV. For the highest occupied orbital energy, the calculation gives -3.30 eV. The value obtained for the relative energy (zero: lowest compared OMol25 entry of this formula, charge and spin) is 4.3 kcal per mole.

The geometry in ORCA input format:
```
! wB97M-V def2-TZVPD RIJCOSX def2/J DEFGRID3
* xyz -2 1
Sr 0.565 0.601 0.975
N -1.119 3.810 1.195
C 0.242 3.928 1.469
N 0.782 5.027 1.967
N 2.089 4.712 2.100
N 2.307 3.510 1.706
N 1.136 2.958 1.289
C -1.616 3.109 0.103
N -2.621 3.565 -0.632
N -2.809 2.604 -1.556
N -1.975 1.643 -1.376
N -1.181 1.920 -0.316
H -1.606 4.681 1.335
C 3.325 -3.271 -1.985
As 1.547 -2.438 -1.922
C 0.536 -3.949 -1.190
C 0.967 -2.709 -3.785
C 1.568 -3.644 -4.620
C 1.096 -3.857 -5.908
C 0.010 -3.134 -6.366
C -0.595 -2.194 -5.541
C -0.128 -1.961 -4.251
As -0.976 -0.671 -3.004
C -2.463 -0.063 -4.123
C 0.245 0.817 -3.403
H 3.253 -4.359 -1.950
H 3.887 -2.921 -1.124
H 3.834 -2.973 -2.903
H 0.782 -4.862 -1.735
H -0.528 -3.736 -1.296
H 0.789 -4.050 -0.138
H 2.414 -4.222 -4.263
H 1.573 -4.595 -6.544
H -0.374 -3.301 -7.367
H -1.444 -1.635 -5.915
H -2.127 0.285 -5.102
H -2.921 0.761 -3.579
H -3.190 -0.866 -4.245
H 0.451 0.849 -4.473
H 1.179 0.678 -2.860
H -0.242 1.734 -3.073
F 4.542 -1.811 1.099
B 3.220 -1.657 1.467
F 2.721 -0.428 0.823
F 3.054 -1.497 2.827
F 2.432 -2.702 0.976
S -1.726 0.749 6.302
P -0.411 -0.178 5.168
S -0.874 -0.484 3.220
C 1.227 0.610 5.357
C 1.986 1.148 4.335
C 3.193 1.784 4.594
C 3.672 1.849 5.890
C 2.933 1.289 6.927
C 1.717 0.688 6.663
C -0.073 -1.860 5.808
C 0.934 -2.620 5.216
C 1.179 -3.908 5.656
C 0.419 -4.451 6.687
C -0.578 -3.694 7.280
C -0.820 -2.397 6.844
H 1.672 1.104 3.303
H 3.730 2.237 3.771
H 4.618 2.335 6.097
H 3.297 1.336 7.947
H 1.122 0.288 7.476
H 1.522 -2.204 4.407
H 1.960 -4.494 5.187
H 0.604 -5.465 7.023
H -1.172 -4.109 8.086
H -1.594 -1.790 7.297
*
```

These are the Mulliken partial charges, in e, on atoms 1 to 5: 1.9097, -0.1021, 0.3505, -0.5585, -0.5836

=====

A molecular structure, C24H27AsF9NO5PtS3 in a non-equilibrium geometry, computed with ωB97M-V/def2-TZVPD.

As for the HOMO-LUMO gap (alpha / beta): 7.59 / 3.84 eV. The calculation puts the LUMO energy (alpha / beta) at -5.866 / -9.573 eV. For the highest occupied orbital energy (alpha / beta), the calculation gives -13.45 / -13.41 eV. The value obtained for the relative energy (zero: lowest compared OMol25 entry of this formula, charge and spin) is 53.5 kcal per mole.

The geometry in ORCA input format:
```
! wB97M-V def2-TZVPD RIJCOSX def2/J DEFGRID3
* xyz 2 5
Pt 0.104 1.211 0.173
C -4.007 2.168 0.102
C -4.123 2.474 1.572
S -2.373 2.697 2.287
O -1.702 1.468 1.890
C -2.541 2.545 4.121
C -2.982 3.834 4.765
H -5.005 2.068 -0.328
H -3.478 1.230 -0.061
H -3.494 2.963 -0.436
H -4.571 1.652 2.125
H -4.637 3.413 1.763
H -1.546 2.244 4.444
H -3.242 1.728 4.289
H -2.221 4.601 4.651
H -3.126 3.680 5.835
H -3.923 4.191 4.355
F -1.885 -7.570 -1.515
C -2.837 -6.952 -0.797
F -4.005 -7.220 -1.372
F -2.833 -7.511 0.418
C -2.550 -5.471 -0.708
C -1.386 -5.087 -0.043
C -1.047 -3.759 0.020
C -1.877 -2.788 -0.576
C -3.064 -3.186 -1.212
C -3.395 -4.524 -1.277
C -1.447 -1.458 -0.489
C -0.923 -0.354 -0.337
H -0.760 -5.834 0.419
H -0.159 -3.439 0.539
H -3.703 -2.447 -1.666
H -4.298 -4.842 -1.774
F 4.150 2.509 0.726
C 3.428 3.455 0.126
F 4.013 4.617 0.268
F 3.409 3.136 -1.182
S 1.670 3.419 0.813
O 1.623 2.228 1.621
O 0.819 3.300 -0.353
N 1.604 4.772 1.568
S 0.409 4.929 2.590
O -0.569 3.868 2.279
O 0.741 5.088 3.951
C -0.552 6.439 2.012
F 0.181 7.476 1.691
F -1.243 6.039 0.941
F -1.426 6.772 2.955
C 4.539 0.218 -1.092
As 2.566 0.350 -0.926
C 2.057 0.679 -2.789
C 2.158 -1.655 -0.706
C 2.672 -2.497 -1.793
C 3.874 -3.210 -1.629
C 4.317 -4.075 -2.606
C 3.583 -4.230 -3.782
C 2.391 -3.525 -3.963
C 1.941 -2.664 -2.986
H 4.765 -0.587 -1.792
H 4.992 0.004 -0.124
H 4.946 1.151 -1.479
H 2.695 0.119 -3.473
H 2.172 1.742 -3.003
H 1.011 0.408 -2.940
H 1.070 -1.681 -0.644
H 2.601 -1.918 0.256
H 4.429 -3.102 -0.707
H 5.229 -4.631 -2.455
H 3.941 -4.887 -4.560
H 1.818 -3.658 -4.869
H 1.010 -2.127 -3.116
*
```

These are the Mulliken partial charges, in e, on atoms 1 to 5: 0.5607, -0.9467, -0.5029, 1.0421, -0.5304

=====

A molecular structure, C24H27AuN4PTe, computed with ωB97M-V/def2-TZVPD.

As for the HOMO-LUMO gap (alpha / beta): 7.34 / 5.46 eV. The calculation puts the LUMO energy (alpha / beta) at -2.675 / -5.516 eV. For the highest occupied orbital energy (alpha / beta), the calculation gives -10.01 / -10.98 eV. The value obtained for the relative energy (zero: lowest compared OMol25 entry of this formula, charge and spin) is 1.0 kcal per mole.

The geometry in ORCA input format:
```
! wB97M-V def2-TZVPD RIJCOSX def2/J DEFGRID3
* xyz 1 3
Au 0.175 -1.128 0.916
N -1.658 -2.730 1.589
C -2.683 -2.181 0.764
C -3.248 -2.936 -0.253
C -4.200 -2.374 -1.092
C -4.589 -1.057 -0.911
C -4.012 -0.305 0.104
C -3.050 -0.845 0.949
C -2.421 -0.035 2.027
C -3.247 0.703 2.875
C -2.721 1.463 3.908
C -1.352 1.482 4.115
C -0.518 0.750 3.278
C -1.031 -0.005 2.232
H -1.584 -3.736 1.504
H -1.754 -2.464 2.563
H -2.963 -3.976 -0.371
H -4.642 -2.973 -1.877
H -5.333 -0.613 -1.557
H -4.302 0.730 0.241
H -4.320 0.663 2.729
H -3.380 2.023 4.557
H -0.930 2.059 4.928
H 0.549 0.767 3.464
C 3.495 2.931 0.094
N 3.779 2.271 1.367
C 4.942 1.400 1.200
N 4.789 0.423 0.121
C 4.475 1.133 -1.119
N 3.300 1.998 -1.017
C 2.075 1.224 -0.857
P 2.130 0.213 0.688
C 2.620 1.543 1.872
C 3.783 -0.581 0.442
H 4.343 3.573 -0.150
H 2.608 3.556 0.201
H 5.140 0.876 2.136
H 5.803 2.027 0.967
H 4.322 0.409 -1.921
H 5.332 1.757 -1.376
H 1.936 0.562 -1.716
H 1.212 1.894 -0.816
H 2.852 1.100 2.843
H 1.780 2.228 2.011
H 3.712 -1.313 -0.367
H 4.066 -1.118 1.350
Te 0.507 -2.735 -1.307
C -0.590 -1.614 -2.661
C -0.795 -2.152 -3.936
C -1.518 -1.436 -4.873
C -2.036 -0.188 -4.546
C -1.837 0.345 -3.279
C -1.117 -0.363 -2.333
H -0.391 -3.123 -4.191
H -1.678 -1.849 -5.860
H -2.599 0.370 -5.283
H -2.249 1.313 -3.027
H -0.980 0.045 -1.339
*
```

These are the Mulliken partial charges, in e, on atoms 1 to 5: 0.1034, -0.3958, 1.0638, -1.0769, -0.5649

=====

A molecular structure, C24H27BrCsN2O3Te2 in a non-equilibrium geometry, computed with ωB97M-V/def2-TZVPD.

As for the HOMO-LUMO gap: 5.43 eV. The calculation puts the LUMO energy at 1.914 eV. For the highest occupied orbital energy, the calculation gives -3.51 eV. The value obtained for the relative energy (zero: lowest compared OMol25 entry of this formula, charge and spin) is 48.9 kcal per mole.

The geometry in ORCA input format:
```
! wB97M-V def2-TZVPD RIJCOSX def2/J DEFGRID3
* xyz -1 1
Cs -0.114 0.227 0.056
O 2.446 1.562 4.935
C 1.208 2.083 5.172
C 1.046 2.864 6.310
C -0.188 3.420 6.601
C -1.267 3.203 5.756
C -1.098 2.416 4.627
C 0.127 1.845 4.314
C 0.223 0.912 3.104
O -0.864 0.905 2.319
N 1.479 1.323 2.348
N 2.154 0.340 1.676
C 2.862 0.646 0.658
C 3.485 -0.375 -0.203
Br 2.220 -1.021 -1.668
C 4.689 -0.926 -0.197
C 5.775 -0.623 0.757
C 7.093 -0.628 0.297
C 8.143 -0.315 1.144
C 7.895 -0.004 2.473
C 6.592 -0.023 2.949
C 5.540 -0.335 2.102
H 2.470 1.347 3.979
H 1.905 3.030 6.947
H -0.304 4.028 7.490
H -2.236 3.629 5.982
H -1.926 2.192 3.966
H 0.491 -0.095 3.487
H 1.321 2.193 1.833
H 2.876 1.673 0.272
H 4.940 -1.619 -0.992
H 7.288 -0.870 -0.741
H 9.158 -0.315 0.766
H 8.714 0.243 3.137
H 6.391 0.198 3.990
H 4.530 -0.373 2.484
O -1.048 -1.635 1.460
H -1.144 -0.741 1.889
H -0.191 -1.943 1.776
Te -0.526 -1.799 -2.900
C -1.123 -2.493 -4.809
C -1.454 -3.835 -5.012
C -1.865 -4.295 -6.255
C -1.950 -3.425 -7.334
C -1.615 -2.091 -7.151
C -1.207 -1.633 -5.906
H -1.383 -4.524 -4.180
H -2.119 -5.342 -6.382
H -2.273 -3.783 -8.304
H -1.669 -1.400 -7.985
H -0.945 -0.590 -5.777
C -5.024 1.059 -0.295
Te -3.357 1.058 1.053
C -3.608 3.117 1.548
H -4.904 1.850 -1.033
H -5.971 1.177 0.226
H -5.013 0.100 -0.811
H -4.520 3.260 2.121
H -3.641 3.707 0.635
H -2.749 3.419 2.142
*
```

These are the Mulliken partial charges, in e, on atoms 1 to 5: 1.2499, -0.6966, 0.6443, -0.7264, -0.2934

=====

10 unconnected molecules or ions with the total composition C24H27Cl27F6NO4S2 in a non-equilibrium geometry, computed with ωB97M-V/def2-TZVPD.

As for the HOMO-LUMO gap: 6.62 eV. The calculation puts the LUMO energy at -5.502 eV. For the highest occupied orbital energy, the calculation gives -12.12 eV.

The geometry in ORCA input format:
```
! wB97M-V def2-TZVPD RIJCOSX def2/J DEFGRID3
* xyz 1 1
C -3.175 1.825 -4.772
C -2.505 0.337 -5.058
S -0.697 0.398 -5.555
C 0.287 -0.985 -4.716
N 0.115 -1.005 -3.193
C 1.060 -0.082 -2.416
C 1.028 0.075 -0.762
S 2.253 1.256 0.021
O 1.854 1.787 1.420
O 2.295 2.523 -0.919
C 4.035 0.568 -0.038
F 4.606 1.032 -1.357
F 4.895 1.095 1.049
C 4.093 -1.070 -0.071
F 3.485 -1.726 1.137
F 5.558 -1.434 -0.006
F 3.606 -1.673 -1.355
C -0.071 -0.812 0.072
C -0.243 -0.719 1.699
C -1.111 0.640 2.092
F 1.008 -0.880 2.476
C -1.058 -1.811 -0.815
C -0.931 -1.888 -2.479
C -1.900 -2.903 -3.358
C -3.437 -2.854 -2.764
O -4.413 -3.466 -3.682
C -3.988 -4.801 -4.136
O -4.575 -5.862 -3.558
H -3.065 2.574 -5.666
H -4.307 1.648 -4.535
H -2.675 2.219 -3.768
H -2.637 -0.274 -4.061
H -3.156 -0.216 -5.890
H 0.075 -2.027 -5.218
H 1.425 -0.734 -4.920
H 1.840 0.578 -3.023
H -0.945 -1.633 2.012
H -1.014 1.500 1.278
H -2.254 0.301 2.038
H -0.940 1.009 3.190
H -1.889 -2.513 -0.330
H -1.421 -3.993 -3.291
H -1.964 -2.626 -4.497
H -3.420 -3.348 -1.684
H -3.715 -1.711 -2.657
H -3.213 -5.026 -4.995
C -4.432 2.290 -9.031
Cl -4.454 3.709 -7.970
Cl -3.538 0.961 -8.273
Cl -6.082 1.784 -9.428
H -3.922 2.562 -9.959
C -1.817 -4.394 3.654
Cl -1.017 -5.791 2.915
Cl -0.695 -3.521 4.711
Cl -2.463 -3.315 2.406
H -2.651 -4.756 4.261
C -3.380 -5.714 7.375
Cl -2.579 -7.111 6.636
Cl -2.257 -4.841 8.432
Cl -4.025 -4.635 6.127
H -4.213 -6.076 7.982
C 1.741 -1.606 7.386
Cl 1.818 -3.373 7.277
Cl 1.251 -0.908 5.832
Cl 0.626 -1.110 8.670
H 2.738 -1.232 7.632
C 7.909 0.313 -1.815
Cl 8.420 1.954 -2.242
Cl 7.196 -0.501 -3.218
Cl 9.276 -0.620 -1.183
H 7.148 0.381 -1.033
C 0.242 3.611 4.516
Cl 0.219 5.030 5.577
Cl 1.135 2.282 5.274
Cl -1.409 3.105 4.119
H 0.751 3.883 3.588
C -7.922 5.232 -10.463
Cl -6.152 5.287 -10.526
Cl -8.475 3.644 -9.904
Cl -8.547 6.514 -9.412
H -8.308 5.395 -11.473
C 5.033 3.123 5.257
Cl 4.357 1.549 5.710
Cl 3.739 4.304 4.995
Cl 6.158 3.697 6.500
H 5.586 3.004 4.321
C 6.885 4.460 10.456
Cl 6.909 6.183 10.869
Cl 5.221 3.903 10.205
Cl 7.868 4.151 9.015
H 7.313 3.900 11.292
*
```

These are the Mulliken partial charges, in e, on atoms 1 to 5: -0.8267, 0.2815, -0.0018, -0.7785, 0.4093

=====

6 unconnected molecules or ions with the total composition C24H27Cl6N3O6 in a non-equilibrium geometry, computed with ωB97M-V/def2-TZVPD.

As for the HOMO-LUMO gap (alpha / beta): 6.92 / 3.01 eV. The calculation puts the LUMO energy (alpha / beta) at -5.265 / -9.172 eV. For the highest occupied orbital energy (alpha / beta), the calculation gives -12.19 / -12.19 eV.

The geometry in ORCA input format:
```
! wB97M-V def2-TZVPD RIJCOSX def2/J DEFGRID3
* xyz 1 2
Cl 11.308 -5.572 14.462
C 10.746 -6.798 15.644
C 10.185 -8.068 15.006
Cl 8.698 -7.649 14.040
H 9.958 -6.337 16.241
H 11.555 -7.168 16.274
H 9.883 -8.808 15.747
H 10.951 -8.636 14.478
Cl 4.056 -7.595 14.165
C 4.455 -7.652 12.443
C 4.129 -9.062 11.892
Cl 3.725 -8.805 10.162
H 5.501 -7.418 12.241
H 3.794 -6.882 12.047
H 3.235 -9.487 12.348
H 5.013 -9.665 12.104
Cl 11.520 -2.082 15.911
C 11.698 -0.773 17.009
C 13.111 -0.114 16.943
Cl 12.985 1.199 15.808
H 11.513 -1.184 18.002
H 10.959 -0.009 16.769
H 13.872 -0.777 16.532
H 13.365 0.241 17.942
C 6.646 -3.898 11.473
C 5.509 -3.405 10.852
C 5.238 -3.775 9.531
C 6.069 -4.673 8.801
C 7.217 -5.128 9.510
C 7.516 -4.756 10.791
N 5.808 -5.117 7.409
O 4.691 -4.811 6.996
O 6.720 -5.743 6.828
H 6.728 -3.589 12.505
H 4.872 -2.724 11.397
H 4.473 -3.247 8.981
H 7.989 -5.729 9.052
H 8.310 -5.213 11.364
C 5.520 0.050 22.037
C 6.483 0.269 23.076
C 7.851 0.307 22.779
C 8.270 0.092 21.430
C 7.327 -0.254 20.444
C 5.936 -0.307 20.724
N 9.716 0.113 21.087
O 10.539 0.341 21.941
O 10.081 -0.140 19.944
H 4.495 0.112 22.373
H 6.125 0.498 24.069
H 8.587 0.513 23.542
H 7.702 -0.401 19.442
H 5.154 -0.513 20.008
C 6.928 -4.653 15.162
C 8.058 -3.954 15.517
C 7.876 -2.740 16.177
C 6.544 -2.200 16.342
C 5.448 -2.920 15.849
C 5.641 -4.222 15.327
N 6.406 -0.795 16.825
O 7.338 -0.043 16.705
O 5.298 -0.501 17.303
H 7.041 -5.526 14.537
H 9.028 -4.371 15.292
H 8.808 -2.256 16.429
H 4.486 -2.430 15.887
H 4.842 -4.793 14.878
*
```

These are the Mulliken partial charges, in e, on atoms 1 to 5: -0.1608, -0.4826, -0.5632, -0.1040, 0.2937

=====

A molecular structure, C24H27ClIO2P2Tl in a non-equilibrium geometry, computed with ωB97M-V/def2-TZVPD.

As for the HOMO-LUMO gap: 7.10 eV. The calculation puts the LUMO energy at -7.129 eV. For the highest occupied orbital energy, the calculation gives -14.23 eV.

The geometry in ORCA input format:
```
! wB97M-V def2-TZVPD RIJCOSX def2/J DEFGRID3
* xyz 2 1
C -0.650 -1.450 -2.626
C 0.570 -0.721 -3.072
H -0.783 -2.357 -3.232
H -1.562 -0.838 -2.743
H -0.558 -1.748 -1.574
O 1.742 -1.074 -2.792
I 0.483 1.246 -0.836
Tl -4.306 -0.245 -0.962
P 0.363 0.591 -4.408
C 1.994 1.221 -4.772
C -0.357 -0.241 -5.822
H -1.643 1.551 -3.522
H -0.886 2.553 -4.793
H -0.185 2.558 -3.140
C -0.689 1.946 -3.900
H -1.430 -0.381 -5.644
H -0.207 0.389 -6.710
H 2.072 1.349 -5.859
H 2.762 0.522 -4.421
H 0.133 -1.212 -5.977
H 2.127 2.196 -4.288
C 3.133 0.056 -1.348
O 4.154 -0.360 -1.612
Cl -3.701 0.100 -3.498
C 2.204 3.030 4.241
C 2.902 2.406 3.200
C 2.245 1.507 2.367
C 0.870 1.258 2.544
C 0.175 1.858 3.603
C 0.852 2.740 4.451
P 0.072 0.143 1.359
C 0.765 -1.451 1.807
C 1.504 -2.273 0.939
C 2.064 -3.452 1.436
C 1.897 -3.810 2.779
C 1.168 -2.984 3.644
C 0.594 -1.813 3.158
C -1.708 0.065 1.645
C -2.359 -1.167 1.845
C -3.718 -1.195 2.138
C -4.454 -0.009 2.179
C -3.833 1.208 1.890
C -2.473 1.248 1.612
H 2.723 3.740 4.889
H 3.961 2.612 3.035
H 2.784 1.018 1.553
H -0.883 1.644 3.757
H 0.313 3.206 5.276
H 1.626 -1.982 -0.108
H 2.638 -4.098 0.769
H 2.331 -4.737 3.157
H 1.044 -3.246 4.695
H 0.021 -1.169 3.829
H -1.791 -2.101 1.791
H -4.206 -2.147 2.361
H -5.515 -0.031 2.433
H -4.409 2.136 1.890
H -1.982 2.197 1.383
*
```

These are the Mulliken partial charges, in e, on atoms 1 to 5: -0.5938, 0.3799, 0.4074, -0.1041, 0.2184